ORCA calculation (ωB97M-V/def2-TZVPD) on a molecular structure, C32H39O29Pd in a non-equilibrium geometry.

Properties
Total energy in eV: -96664.2180
Orbital gap (spin up / spin down) in Eh: 0.2324 / 0.1851
LUMO (spin up / spin down) in eV: 0.60 / -0.40

Structure (ORCA input):
```
! RIJCOSX wB97M-V def2-TZVPD def2/J DEFGRID3
* xyz -1 3
Pd -3.4147 -0.6597 1.9464
C 0.4691 0.8569 0.8355
C 0.0690 -0.1060 -0.3003
O -1.2196 -0.6804 -0.1574
H 0.6462 0.3389 1.7781
H -0.1391 1.7602 0.8824
H 1.3994 1.3792 0.6124
H 0.8315 -0.8537 -0.5185
H 0.2265 0.4130 -1.2458
C -1.6315 -0.3151 6.9944
C -2.3204 -0.3625 8.1647
C -3.8141 -0.7462 8.2486
O -4.4054 -0.9801 9.3686
C -4.6321 -0.8259 7.1580
C -4.0622 -0.6300 5.8930
C -2.4359 -0.5435 5.7746
O -1.9200 -0.7600 4.6763
O -4.7084 -0.4582 4.8660
O -1.5360 -0.1241 9.1919
H -0.5801 -0.0933 6.8853
H -5.6825 -1.0412 7.2875
C 1.9767 -3.7357 3.3172
C 2.7193 -3.1148 4.4957
O 3.7453 -4.1316 4.7370
C 3.6608 -5.1644 3.9866
O 4.4705 -6.1191 3.9802
O 2.6039 -5.0154 3.1174
H 1.9834 -3.3302 2.3055
H 0.9281 -3.8281 3.6003
H 2.2042 -2.7118 5.3676
H 3.3825 -2.3219 4.1500
C 2.0802 5.9481 1.1086
C 3.1654 5.4469 2.0279
O 4.3945 5.9120 1.3855
C 4.0516 6.9900 0.6269
O 4.8751 7.7749 0.1930
O 2.6736 7.1846 0.5332
H 1.2380 6.1452 1.7718
H 1.9214 5.1993 0.3325
H 3.0530 4.3773 2.2053
H 2.9604 5.7697 3.0487
C -4.2278 -3.9773 -3.0869
C -3.9005 -5.1532 -3.9591
O -3.0774 -4.6452 -4.9725
C -3.2272 -3.2975 -5.0215
O -2.6988 -2.5081 -5.7597
O -4.0958 -2.9159 -3.9992
H -3.4896 -4.0424 -2.2877
H -5.2707 -4.1221 -2.8049
H -4.8344 -5.5300 -4.3761
H -3.5127 -6.0165 -3.4184
C -4.1731 6.3384 3.4612
C -3.2795 6.4839 2.2722
O -2.8898 5.2085 1.8398
C -3.6812 4.3193 2.4572
O -3.5816 3.1560 2.2115
O -4.3713 4.8869 3.4065
H -5.1233 6.8059 3.2030
H -3.6496 6.6153 4.3763
H -2.3728 7.0255 2.5418
H -3.8352 7.0845 1.5520
C -2.8781 2.0917 -3.9837
C -2.9444 3.1299 -2.9430
O -4.1123 3.8320 -3.2361
C -4.5513 3.4878 -4.4322
O -5.5019 4.0109 -5.0257
O -3.7401 2.5129 -4.9782
H -3.3439 1.1609 -3.6599
H -1.8708 1.9115 -4.3590
H -1.9308 3.4989 -2.7861
H -3.1521 2.5718 -2.0300
C 5.4760 -0.4306 0.9296
C 5.6186 -0.3690 -0.5791
O 5.6111 -1.6646 -1.0273
C 5.4439 -2.5161 -0.0039
O 5.3513 -3.7501 -0.0806
O 5.4119 -1.8063 1.1635
H 4.5960 0.0597 1.3459
H 6.3204 -0.0137 1.4784
H 6.5346 0.0105 -1.0318
H 4.7685 0.2178 -0.9270
C 2.3300 1.2972 -5.2939
C 1.8079 0.0314 -5.8752
O 2.7967 -0.3709 -6.7859
C 3.8633 0.3811 -6.6805
O 4.9123 0.2724 -7.3006
O 3.6440 1.4232 -5.8781
H 2.2988 1.1665 -4.2122
H 1.7913 2.2245 -5.4889
H 0.8606 0.1940 -6.3893
H 1.6835 -0.7560 -5.1318
C 0.6647 -5.0446 -2.5041
C 1.5780 -5.0796 -3.7218
O 1.2755 -6.3694 -4.3191
C 0.5013 -7.0801 -3.6262
O -0.0379 -8.1426 -3.9592
O 0.2031 -6.3391 -2.4755
H -0.0500 -4.2567 -2.7416
H 1.1143 -4.6756 -1.5822
H 2.6561 -4.9244 -3.6808
H 1.0650 -4.4566 -4.4545
*
```

***

ORCA calculation (ωB97M-V/def2-TZVPD) on a molecular structure, C32H40F5N3NdO3PS2Si2Te in a non-equilibrium geometry.

Properties
Total energy in eV: -127331.4722
Orbital gap (spin up / spin down) in Eh: 0.2069 / 0.2064
Energy relative to the best compared isomer or geometry (same formula, charge and spin) in kJ/mol: 0.0
LUMO (spin up / spin down) in eV: 3.80 / 3.80

Structure (ORCA input):
```
! RIJCOSX wB97M-V def2-TZVPD def2/J DEFGRID3
* xyz -2 4
Nd 0.3064 -0.3855 0.6101
C 0.8677 4.8924 0.9563
Si -0.4853 3.6002 0.9941
C -1.4187 3.6258 2.6140
C -1.6280 3.8201 -0.4748
C -2.1698 5.1165 -0.5142
C -3.0375 5.5188 -1.5140
C -3.3684 4.6104 -2.5083
C -2.8413 3.3332 -2.4752
C -1.9701 2.8858 -1.4703
Si -1.3451 1.0288 -1.5646
C -2.9911 0.1285 -2.0140
C -0.5117 1.0947 -3.2991
H 0.4708 5.9051 0.8933
H 1.5077 4.7216 0.0900
H 1.4841 4.8136 1.8532
H -1.5892 4.6436 2.9670
H -0.8309 3.0854 3.3577
H -2.3839 3.1293 2.5220
H -1.9083 5.8346 0.2577
H -3.4443 6.5235 -1.5200
H -4.0403 4.9004 -3.3104
H -3.1187 2.6450 -3.2644
H -3.3942 0.4316 -2.9858
H -3.7617 0.2824 -1.2568
H -2.8020 -0.9466 -2.0494
H -1.2310 1.3603 -4.0808
H -0.0700 0.1285 -3.5503
H 0.2994 1.8206 -3.3095
N -4.8022 -9.8115 -0.4045
C -4.3063 -8.7730 -0.3677
C -3.6860 -7.4800 -0.3199
C -2.5616 -7.2838 0.4831
C -1.9669 -6.0362 0.5245
C -2.4851 -4.9796 -0.2215
C -3.6085 -5.1872 -1.0180
C -4.2104 -6.4309 -1.0734
C -1.8289 -3.6415 -0.1599
C -0.6118 -3.5491 -0.8303
C -0.0281 -4.5720 -1.6423
C 1.1206 -4.0510 -2.1753
C 1.2145 -2.7262 -1.6721
N 0.1992 -2.4213 -0.8837
C -2.5341 -2.6638 0.5465
C -3.8154 -2.8245 1.1552
C -4.1518 -1.6044 1.6891
C -3.0564 -0.7493 1.4045
N -2.1010 -1.3644 0.7342
H -2.1633 -8.1033 1.0647
H -1.0919 -5.8622 1.1361
H -4.0017 -4.3609 -1.5946
H -5.0797 -6.5956 -1.6955
H -0.4360 -5.5555 -1.8124
H 1.8261 -4.5283 -2.8347
H 2.0014 -2.0098 -1.8716
H -4.3989 -3.7308 1.1818
H -5.0499 -1.3417 2.2248
H -2.9459 0.2885 1.6881
C 4.8759 3.5079 -0.2518
C 5.6288 2.1883 -0.1768
C 5.4472 1.4866 1.1531
O 5.3287 1.3904 -1.3508
P 4.1858 0.2427 -1.5469
S 4.6743 -1.4694 -0.7516
S 2.3875 0.9996 -1.1071
O 4.3509 0.0636 -3.1444
C 4.4437 1.0528 -4.1897
C 3.5666 2.2802 -4.0258
C 5.9057 1.4219 -4.3988
H 5.1726 4.1467 0.5830
H 3.8039 3.3351 -0.1936
H 5.1025 4.0280 -1.1844
H 6.7007 2.3955 -0.3100
H 4.4045 1.2902 1.3877
H 5.8514 2.1362 1.9337
H 5.9785 0.5378 1.1721
H 4.0911 0.5044 -5.0721
H 3.8682 2.8780 -3.1689
H 2.5264 2.0093 -3.8954
H 3.6674 2.8900 -4.9295
H 6.2772 1.9799 -3.5429
H 6.0133 2.0333 -5.2979
H 6.5087 0.5210 -4.5104
F 0.4538 -2.1380 2.0845
Te 1.1822 -0.5065 3.6125
F 2.9007 -0.5881 4.6326
F -0.5954 0.2473 2.6999
F 0.3238 2.1876 0.9904
F 0.9911 1.2422 4.4745
O 2.0231 0.0572 2.1046
*
```

***

ORCA calculation (ωB97M-V/def2-TZVPD) on 2 unconnected molecules or ions with the total composition C32H40N2O6 in a non-equilibrium geometry.

Properties
Total energy in eV: -49096.8006
Orbital gap in Eh: 0.1584
Energy relative to the best compared isomer or geometry (same formula, charge and spin) in kJ/mol: 91.4
LUMO in eV: -2.17

Structure (ORCA input):
```
! RIJCOSX wB97M-V def2-TZVPD def2/J DEFGRID3
* xyz 0 1
C 4.0524 -0.5081 2.1346
C 2.6517 -1.0069 2.3714
O 1.7559 0.1298 2.4260
C 0.6406 -0.0945 3.1693
C -0.0793 1.1876 3.4069
C 0.6993 2.4492 3.3642
C 0.1736 3.7107 2.6839
O 1.8341 2.4819 3.8497
C -1.4551 1.1803 2.9446
O -2.1885 2.1638 2.7765
O -1.9098 -0.0512 2.6309
C -3.3065 -0.0191 2.2816
C -3.6885 -1.4590 2.0885
O 0.3312 -1.2321 3.5356
H 4.7447 -1.3471 2.2278
H 4.1726 -0.0745 1.1372
H 4.3180 0.2379 2.8873
H 2.3293 -1.6880 1.5812
H 2.6172 -1.5275 3.3356
H -0.9095 3.6526 2.4774
H 0.3956 4.5871 3.3334
H 0.7336 3.8678 1.7439
H -3.8964 0.4239 3.0939
H -3.5019 0.5520 1.3622
H -4.7659 -1.5515 1.9194
H -3.1761 -1.8903 1.2131
H -3.4359 -2.0541 2.9787
C 4.1187 -1.1094 11.6605
N 3.1734 -0.5791 10.7011
C 2.8215 0.7390 10.7003
O 3.2292 1.5889 11.4848
C 1.8318 0.9548 9.5573
C 2.3316 1.9296 8.4868
C 2.5725 3.3132 9.0481
C 3.8477 3.8816 8.9795
C 4.0896 5.1144 9.5881
C 3.0459 5.7988 10.2249
C 1.7597 5.2426 10.2549
C 1.5191 4.0007 9.6583
N 1.6748 -0.4036 9.0272
C 0.8791 -0.6009 7.9548
C 0.6688 -1.8202 7.3257
C -0.1283 -2.0373 6.2047
C -0.4281 -3.3792 5.7855
C -1.4383 -3.6102 4.8178
C -1.8481 -4.8906 4.4562
C -1.2236 -6.0245 5.0019
C -1.6059 -7.4060 4.5690
C -0.2357 -5.8357 5.9762
C 0.1572 -4.5540 6.3518
C 2.5052 -1.4171 9.7096
C 3.5408 -2.0421 8.7686
C 1.6909 -2.5005 10.4299
H 4.5935 -0.2743 12.1831
H 3.6122 -1.7517 12.3959
H 4.8883 -1.6998 11.1459
H 0.8712 1.3266 9.9792
H 3.2648 1.5289 8.0564
H 1.5887 1.9680 7.6725
H 4.6419 3.3220 8.4796
H 5.0958 5.5291 9.5659
H 3.2339 6.7625 10.6955
H 0.9387 5.7613 10.7480
H 0.5272 3.5393 9.6779
H 0.3673 0.2740 7.5764
H 1.1042 -2.6996 7.7963
H -0.6549 -1.2057 5.7437
H -1.8943 -2.7264 4.3636
H -2.6489 -5.0189 3.7295
H -0.9654 -8.1474 5.0554
H -2.6518 -7.6416 4.8018
H -1.4875 -7.5195 3.4834
H 0.2272 -6.7136 6.4298
H 0.9404 -4.4717 7.1178
H 4.1864 -1.2532 8.3613
H 4.1488 -2.7538 9.3421
H 3.0510 -2.5717 7.9475
H 1.0971 -2.0527 11.2364
H 1.0239 -3.0210 9.7386
H 2.3851 -3.2318 10.8679
*
```